[1]
55
Properties=species:S:1:pos:R:3:nbo_charge:R:1 method="wB97M-V/def2-TZVPD" multiplicity=2 total_energy_ev=-87919.8076 total_charge=-1 s2=0.751 homo_lumo_gap_ev="7.77 / 7.76"
Yb -0.999 -0.215 1.353 1.701
N -0.691 0.419 3.914 -0.864
C 0.620 -0.018 4.396 -0.232
C 1.721 0.631 3.547 -0.219
N 1.626 0.116 2.187 -0.829
H -0.989 1.257 4.407 0.377
H -1.391 -0.324 4.042 0.430
H 0.687 -1.104 4.272 0.225
H 0.783 0.223 5.459 0.174
H 2.704 0.436 4.008 0.167
H 1.562 1.713 3.508 0.196
H 1.777 -0.892 2.193 0.392
H 2.320 0.556 1.588 0.380
C -1.453 1.642 -4.047 -0.591
C -1.776 0.526 -3.050 -0.435
C -0.753 -0.583 -3.046 -0.043
C -0.710 -1.445 -4.135 -0.210
C 0.127 -2.541 -4.143 -0.221
C 0.908 -2.814 -3.034 -0.210
C 0.901 -1.978 -1.930 -0.029
C 1.753 -2.291 -0.732 -0.422
C 2.987 -1.386 -0.629 -0.602
C 0.086 -0.835 -1.948 0.210
N 0.099 0.037 -0.847 -0.614
C 0.487 1.260 -1.053 0.152
C 0.386 2.275 -0.087 0.011
C 0.730 3.633 -0.224 -0.253
C 0.330 4.256 0.943 -0.355
C -0.234 3.253 1.739 -0.015
N -0.207 2.060 1.143 -0.582
H -2.304 2.314 -4.143 0.207
H -1.229 1.231 -5.031 0.195
H -0.592 2.219 -3.714 0.196
H -2.740 0.089 -3.327 0.215
H -1.889 0.944 -2.047 0.237
H -1.353 -1.255 -4.985 0.200
H 0.148 -3.205 -4.996 0.201
H 1.525 -3.703 -3.023 0.200
H 2.090 -3.328 -0.806 0.202
H 1.135 -2.204 0.171 0.250
H 3.614 -1.505 -1.513 0.200
H 3.578 -1.648 0.248 0.199
H 2.695 -0.340 -0.555 0.201
H 0.906 1.542 -2.027 0.180
H 1.191 4.083 -1.085 0.204
H 0.420 5.298 1.189 0.207
H -0.672 3.378 2.717 0.186
S -3.266 1.044 0.557 -0.301
C -4.389 0.063 1.261 0.066
N -5.282 -0.513 1.717 -0.439
O -1.689 -3.954 2.143 -0.950
S -1.429 -2.561 1.931 2.534
O -2.183 -1.617 2.819 -1.017
O 0.016 -2.180 2.162 -1.057
O -1.691 -2.057 0.541 -1.010

---

[2]
18
Properties=species:S:1:pos:R:3:nbo_charge:R:1 method="wB97M-V/def2-TZVPD" total_energy_ev=-9894.5919 total_charge=+1 homo_lumo_gap_ev=10.48
C -0.686 2.410 -1.394 -0.435
C -2.314 1.169 -0.130 0.141
N -1.113 1.344 -0.483 -0.396
H 0.222 2.137 -1.897 0.244
H -0.628 3.329 -0.837 0.244
H -1.455 2.554 -2.143 0.232
H -3.147 1.776 -0.450 0.213
H -2.557 0.438 0.628 0.241
H -0.424 0.633 -0.205 0.481
H -1.990 -2.077 1.198 0.487
H -0.918 -2.174 0.119 0.488
O -1.729 -1.708 0.346 -0.969
H 1.963 -0.391 0.520 0.525
H 1.434 -0.620 -0.871 0.485
O 1.205 -0.175 -0.045 -0.983
H 3.911 -2.343 2.189 0.489
H 4.170 -2.253 0.688 0.480
O 3.538 -2.000 1.370 -0.967

---

[3]
7
Properties=species:S:1:pos:R:3:nbo_charge:R:1 method="wB97M-V/def2-TZVPD" total_energy_ev=-10621.1120 total_charge=-2 homo_lumo_gap_ev="6.33 / 6.35"
N 0.733 0.005 0.225 0.013
N -0.399 0.096 -0.103 -0.166
N 1.983 0.027 -0.095 0.432
O -4.232 -0.223 -0.039 -1.402
O 2.638 -1.080 0.010 -0.640
O 2.573 1.175 0.007 -0.641
H -3.296 0.000 -0.004 0.403